[1]
91
Properties=species:S:1:pos:R:3 method="wB97M-V/def2-TZVPD" homo_lumo_gap_ha=0.2750 total_charge=+1 homo_energy_ev=-11.237 e_tot_ev=-71754.1044 spin_multiplicity=1 e_above_lowest_kcal_mol=0.0
C -6.7280 3.4592 5.4027
C -5.3507 3.6652 5.9988
O -4.5226 2.5913 5.6046
C -3.2143 2.6777 6.1165
C -2.5698 1.3133 6.1075
O -1.7871 1.1524 4.9332
C -0.7316 0.2293 5.0956
C -0.1258 -0.1043 3.7297
O -1.0296 0.3082 2.7132
C -0.6225 0.0992 1.3899
C -0.6151 1.4701 0.7683
C -0.3664 1.6568 -0.7139
C -0.8816 3.1194 -0.9760
C -1.6875 3.4741 0.2938
P -3.2334 4.4656 0.1402
N -4.5884 3.6990 0.1937
N -1.9546 2.1249 0.9030
H -6.6386 3.0024 4.4213
H -7.2419 4.4127 5.3108
H -7.3326 2.8145 6.0355
H -5.4074 3.7031 7.0914
H -4.9194 4.6168 5.6701
H -3.2385 3.0620 7.1408
H -2.6197 3.3713 5.5156
H -3.3414 0.5431 6.1283
H -1.9379 1.1987 6.9923
H 0.0385 0.6665 5.7273
H -1.1050 -0.6860 5.5582
H 0.8437 0.3832 3.6043
H 0.0316 -1.1804 3.6485
H 0.3620 -0.3563 1.2751
H -1.3449 -0.5526 0.8892
H 0.1190 2.0848 1.2872
H 0.6847 1.5479 -0.9508
H -0.9667 0.9740 -1.3114
H -0.0404 3.7998 -1.0388
H -1.4827 3.1550 -1.8783
H -1.0298 3.9800 0.9983
H -3.0038 5.2071 -1.0264
H -3.0765 5.4215 1.1539
H -4.5492 2.6948 0.2717
H -2.3677 2.1027 1.8387
H -2.5449 1.6276 0.2342
C 0.5419 -1.7792 -4.1889
C 1.1090 -1.6564 -5.3853
C 2.3470 -0.8571 -5.5687
O 2.8686 -0.7373 -6.6536
C 2.9307 -0.2036 -4.3650
C 2.3587 -0.3280 -3.1713
C 1.1168 -1.1216 -2.9928
O 0.5912 -1.2272 -1.9002
H -0.3600 -2.3577 -4.0408
H 0.6992 -2.1282 -6.2696
H 3.8381 0.3655 -4.5229
H 2.7709 0.1296 -2.2802
C 3.5916 1.0077 6.9470
C 4.4452 1.4577 7.8615
C 4.6270 0.7513 9.1589
O 5.4015 1.1626 9.9902
C 3.8190 -0.4750 9.3901
C 2.9659 -0.9218 8.4730
C 2.7869 -0.2156 7.1822
O 2.0048 -0.6259 6.3464
H 3.4428 1.5041 5.9962
H 5.0445 2.3470 7.7151
H 3.9687 -0.9724 10.3397
H 2.3669 -1.8116 8.6180
C -1.5851 -5.7715 -4.7564
C -2.0419 -6.7199 -3.9437
C -3.2731 -6.5149 -3.1359
O -3.6867 -7.3716 -2.3896
C -3.9776 -5.2125 -3.2775
C -3.5187 -4.2654 -4.0900
C -2.2850 -4.4702 -4.8887
O -1.8624 -3.6003 -5.6242
H -0.6919 -5.8971 -5.3553
H -1.5497 -7.6771 -3.8286
H -4.8757 -5.0903 -2.6856
H -4.0149 -3.3110 -4.2135
C 5.1353 -1.8713 -8.8716
C 4.8965 -0.6830 -9.4165
C 5.5942 -0.2494 -10.6541
O 5.3797 0.8353 -11.1486
C 6.5665 -1.1958 -11.2608
C 6.8048 -2.3849 -10.7148
C 6.1074 -2.8170 -9.4760
O 6.3229 -3.8997 -8.9764
H 4.6366 -2.2036 -7.9706
H 4.1904 0.0172 -8.9890
H 7.0612 -0.8580 -12.1624
H 7.5086 -3.0906 -11.1372



[2]
89
Properties=species:S:1:pos:R:3 method="wB97M-V/def2-TZVPD" homo_lumo_gap_ha="0.2575 / 0.2043" total_charge=+1 s2=6.067 homo_energy_ev="-9.758 / -9.702" e_tot_ev=-57954.8773 spin_multiplicity=5 e_above_lowest_kcal_mol=27.2
Pd 0.3049 -0.2359 -0.2397
C 3.4698 -1.8074 -0.1836
N 2.0226 -1.8765 -0.0573
C 1.4987 -3.0046 0.2955
C 0.1064 -3.1863 0.3389
C -0.6645 -4.3222 0.6422
C -1.9898 -3.9509 0.4746
C -1.9779 -2.6057 0.0648
N -0.7302 -2.1557 -0.0184
C 4.2078 -1.7647 1.1381
C 3.6986 -1.0208 2.1973
C 4.3948 -0.9335 3.3924
C 5.6104 -1.5868 3.5380
C 6.1214 -2.3331 2.4873
C 5.4191 -2.4268 1.2939
H 3.7258 -0.9037 -0.7418
H 3.8269 -2.6597 -0.7717
H 2.1342 -3.8656 0.5164
H -0.2794 -5.2794 0.9557
H -2.8668 -4.5615 0.6107
H -2.8238 -1.9812 -0.1833
H 2.7467 -0.5204 2.0726
H 3.9874 -0.3540 4.2117
H 6.1546 -1.5202 4.4704
H 7.0677 -2.8458 2.5977
H 5.8199 -3.0165 0.4780
N 3.5319 2.9149 0.6081
C 2.4751 2.2726 1.1247
N 1.9859 1.4612 0.2190
C 2.7927 1.6487 -0.8641
N 3.7466 2.5276 -0.6523
C 2.6307 0.8874 -2.0956
C 3.5242 1.0257 -3.1589
N 3.4301 0.2770 -4.2436
C 2.4567 -0.6276 -4.2708
C 1.5512 -0.7598 -3.2297
N 1.6239 0.0140 -2.1523
H 4.1428 3.5911 1.0366
H 2.1038 2.4157 2.1257
H 4.3178 1.7603 -3.1132
H 2.4010 -1.2498 -5.1548
H 0.7566 -1.4934 -3.2511
C 0.9181 0.0383 3.8446
C -0.5229 -0.4423 4.0681
C -0.7644 -1.7633 3.3270
C -1.5027 0.6329 3.6523
C -2.3208 1.2050 4.5948
C -3.2263 2.2113 4.2749
C -3.3150 2.6565 2.9593
C -2.5310 2.1437 1.9553
C -2.7267 2.6697 0.5541
C -1.4298 3.1805 -0.0837
C -3.3824 1.5985 -0.3226
C -1.5782 1.0781 2.2625
N -0.8310 0.5156 1.3677
H 1.6233 -0.7392 4.1374
H 1.1216 0.9390 4.4265
H 1.0611 0.2553 2.7847
H -0.6669 -0.6202 5.1366
H -0.6159 -1.6285 2.2571
H -1.7789 -2.1255 3.4916
H -0.0631 -2.5185 3.6811
H -2.2576 0.8603 5.6191
H -3.8597 2.6399 5.0389
H -4.0288 3.4338 2.7172
H -3.4168 3.5147 0.6255
H -0.8091 2.3495 -0.4178
H -0.8613 3.7814 0.6276
H -1.6542 3.7957 -0.9545
H -2.7570 0.7064 -0.3556
H -3.4920 1.9832 -1.3360
H -4.3678 1.3282 0.0575
O -0.8977 1.5984 -3.4637
C -1.4605 0.4129 -3.3122
O -1.2081 -0.3131 -2.3771
C -2.4393 0.0360 -4.4311
N -2.7314 1.2547 -5.2047
C -4.0325 1.7271 -4.7022
C -4.8351 0.4549 -4.4366
C -3.7789 -0.4956 -3.8543
H -1.9405 -0.7108 -5.0511
H -2.8108 1.0467 -6.1921
H -1.3265 1.9899 -4.2680
H -4.5026 2.4089 -5.4072
H -3.8583 2.2600 -3.7628
H -5.2204 0.0606 -5.3785
H -5.6714 0.6186 -3.7593
H -3.9520 -1.5320 -4.1326
H -3.7546 -0.4437 -2.7662



[3]
89
Properties=species:S:1:pos:R:3 method="wB97M-V/def2-TZVPD" homo_lumo_gap_ha="0.2817 / 0.2345" total_charge=+3 s2=3.772 homo_energy_ev="-16.303 / -16.373" e_tot_ev=-94025.0449 spin_multiplicity=4 e_above_lowest_kcal_mol=31.3
Re -0.7559 0.4271 0.2593
C 3.5088 1.1481 -1.6337
N 3.3266 0.8471 -0.2084
C 4.5649 0.8085 0.5827
C 2.1569 0.6384 0.3085
O 1.0911 0.6413 -0.4089
C 1.9871 0.3458 1.7793
O 0.5939 0.1715 2.0577
C 0.0888 0.9484 3.1546
C -0.4079 2.2651 2.5744
O -0.4607 2.3010 1.3038
N -0.7738 3.2547 3.3340
C -1.2912 4.5052 2.7598
C -0.6237 3.1979 4.7983
H 4.2029 1.9830 -1.7098
H 2.5592 1.4138 -2.0813
H 3.9353 0.2718 -2.1197
H 4.8854 1.8260 0.8025
H 5.3232 0.3116 -0.0184
H 4.4349 0.2455 1.5025
H 2.4025 1.1565 2.3814
H 2.5080 -0.5836 2.0312
H 0.8572 1.0671 3.9189
H -0.7323 0.3725 3.5942
H -1.5086 4.3568 1.7069
H -0.5473 5.2905 2.8876
H -2.1979 4.7732 3.2964
H -0.9543 2.2359 5.1857
H -1.2561 3.9689 5.2286
H 0.4098 3.3921 5.0838
C 2.5701 4.2281 -5.1484
C 1.6023 3.5596 -4.2205
C 0.9855 4.2659 -3.1931
C 0.0325 3.6705 -2.3772
C -0.2810 2.3372 -2.5995
C 0.3339 1.5885 -3.6036
C 1.2702 2.2106 -4.4055
S -1.5907 1.6600 -1.6557
C -2.5766 0.8396 -2.8792
O -2.3777 2.7012 -0.9958
H 2.9844 5.1356 -4.7147
H 2.0599 4.5054 -6.0729
H 3.3875 3.5611 -5.4179
H 1.2306 5.3086 -3.0415
H -0.4785 4.2336 -1.6097
H 0.0904 0.5482 -3.7757
H 1.7443 1.6524 -5.2022
H -2.6972 1.5578 -3.6905
H -3.5324 0.6235 -2.4103
H -2.0989 -0.0671 -3.2246
C -3.9029 -3.7515 -2.4056
C -2.9601 -2.8446 -2.8714
C -1.9927 -2.3635 -2.0039
C -1.9442 -2.7515 -0.6593
C -2.8875 -3.6935 -0.2228
C -3.8536 -4.1875 -1.0874
Si -0.5514 -2.1076 0.3845
C 1.1118 -2.7211 -0.1731
C 1.5448 -3.9374 0.3782
C 2.7099 -4.5497 -0.0593
C 3.4700 -3.9637 -1.0590
C 3.0492 -2.7723 -1.6360
C 1.8851 -2.1602 -1.1971
C -0.8406 -2.3404 2.2218
C 0.2595 -2.5303 3.0780
C 0.0995 -2.7519 4.4356
C -1.1738 -2.7881 4.9869
C -2.2822 -2.6052 4.1725
C -2.1092 -2.3855 2.8136
H -4.6543 -4.1431 -3.0779
H -2.9714 -2.5437 -3.9107
H -1.2142 -1.7137 -2.3901
H -2.8595 -4.0689 0.7890
H -4.5632 -4.9260 -0.7405
H 0.9652 -4.4316 1.1469
H 3.0196 -5.4905 0.3731
H 4.3743 -4.4468 -1.4032
H 3.6209 -2.3415 -2.4480
H 1.5595 -1.2585 -1.7011
H 1.2624 -2.5354 2.6698
H 0.9629 -2.9212 5.0649
H -1.3028 -2.9768 6.0441
H -3.2761 -2.6543 4.5948
H -2.9967 -2.2694 2.2057
Cl -5.4306 0.6019 -0.5005
C -4.3918 -0.5290 0.2492
Cl -2.9940 0.3870 1.1890
H -3.8605 -1.1824 -0.4374
H -4.8669 -1.0525 1.0736